Here is a structure of composition C38H42BrN8OS3Si2Tl from the OMol25 dataset. Energies are from the ωB97M-V functional and the def2-TZVPD basis.

The HOMO energy is -7.300 eV. The value obtained for the total energy is -6506.676427 hartree. The orbital gap comes out at 7.342 eV. As for the LUMO energy: 0.04 eV.

Structure (XYZ):
```
96
Properties=species:S:1:pos:R:3:forces:R:3
Tl -0.510223 0.385140 0.541152 0.191 0.542 -0.168
N 2.328629 2.671131 0.855376 -0.141 0.305 0.085
C 1.194475 3.268872 1.253731 0.063 -0.178 -0.123
N 0.017330 2.680687 1.253013 -0.068 0.302 -0.422
C -0.969706 3.534349 1.722432 0.047 -0.016 -0.238
C -0.550929 4.766601 2.073016 0.014 0.094 0.067
S 1.152007 4.908357 1.817460 0.008 0.028 0.085
C -2.344797 3.034602 1.779871 0.013 -0.011 -0.132
C -3.436191 3.672955 2.258123 -0.053 0.062 0.026
S -4.827162 2.662727 2.074950 -0.038 0.057 0.006
C -3.827232 1.441135 1.354761 0.031 -0.100 -0.094
N -2.568048 1.774290 1.278867 -0.203 -0.024 -0.020
N -4.309775 0.242478 0.947098 0.054 0.106 0.199
H 2.289014 1.641292 0.780638 -0.067 0.003 0.014
H 3.207366 3.113857 1.053109 0.010 0.050 0.011
H -1.132237 5.590879 2.454754 0.045 -0.060 -0.024
H -3.509108 4.652387 2.703581 -0.004 -0.073 -0.028
H -5.297404 0.132867 0.810347 -0.055 0.026 -0.006
H -3.693821 -0.317151 0.358346 -0.017 0.041 0.055
Br 3.302065 -7.496802 -0.757016 -0.004 -0.015 0.014
C 3.790088 -5.986223 -1.788988 0.042 0.021 -0.007
C 5.119902 -5.781571 -2.113276 0.023 0.013 -0.005
C 5.468337 -4.675309 -2.876921 0.018 -0.010 -0.020
C 4.496474 -3.769515 -3.271246 -0.018 -0.024 -0.192
C 3.160616 -3.997104 -2.960088 -0.061 -0.154 -0.013
C 2.804314 -5.110636 -2.218481 -0.042 0.059 -0.036
N 4.895011 -2.679030 -4.130111 0.010 0.084 0.185
N 4.559462 -1.511261 -3.878244 -0.083 -0.203 0.025
C 3.866457 -1.175777 -2.671744 0.067 0.191 -0.069
C 4.245258 -1.611811 -1.428698 0.077 0.075 0.155
C 3.583700 -1.189431 -0.268768 0.021 -0.026 0.024
C 2.491338 -0.338851 -0.330131 0.005 -0.149 -0.216
O 1.830470 0.046872 0.727352 -0.085 -0.162 -0.532
C 2.101915 0.148761 -1.629054 -0.043 0.051 0.027
N 1.031722 0.985779 -1.667367 -0.038 -0.113 -0.061
C 0.670454 1.482661 -2.825254 0.124 -0.103 -0.043
C 1.344935 1.197597 -4.029404 -0.045 0.047 0.018
C 2.396471 0.329919 -4.016255 0.066 -0.019 -0.016
C 2.808624 -0.234410 -2.787151 0.011 -0.032 0.010
H 5.874951 -6.483203 -1.785105 -0.018 0.017 -0.007
H 6.499608 -4.505719 -3.163520 -0.043 -0.006 0.011
H 2.400920 -3.298577 -3.287430 -0.001 -0.036 -0.001
H 1.767964 -5.293630 -1.968434 0.015 0.009 -0.006
H 5.078825 -2.296259 -1.332714 -0.017 0.053 0.017
H 3.904113 -1.545330 0.703198 0.003 0.006 -0.033
H -0.202754 2.118270 -2.819655 0.097 -0.075 -0.070
H 1.006422 1.658163 -4.948647 0.010 -0.018 0.022
H 2.930025 0.071623 -4.922019 -0.017 -0.005 0.020
C -0.584687 4.420546 -1.351877 0.004 0.060 -0.062
C -1.844475 3.731383 -1.793691 -0.038 -0.017 0.048
C -2.872716 4.501505 -2.403236 0.022 -0.015 0.017
C -3.960095 3.866965 -2.906421 -0.033 0.002 -0.028
C -4.053620 2.454626 -2.826582 0.004 -0.005 0.012
C -5.119689 1.750149 -3.424732 0.011 -0.009 0.005
C -5.135935 0.385537 -3.371419 0.007 0.000 0.009
C -4.118062 -0.307514 -2.694178 -0.067 0.003 0.015
C -3.076423 0.343421 -2.067313 -0.041 0.069 0.113
S -1.971337 -0.706857 -1.174593 0.125 -0.100 -0.540
C -3.015820 1.768604 -2.152324 0.216 0.086 0.045
N -1.932996 2.433299 -1.640105 -0.276 0.022 0.003
H -0.239545 5.113629 -2.123049 -0.027 -0.035 0.008
H 0.194351 3.688254 -1.155078 -0.007 0.017 -0.023
H -0.755613 5.001478 -0.442087 -0.019 -0.023 -0.119
H -2.759599 5.576019 -2.478623 -0.001 -0.024 0.006
H -4.752831 4.417669 -3.400574 0.010 -0.007 0.015
H -5.897082 2.305853 -3.935384 0.003 -0.017 0.008
H -5.933862 -0.175544 -3.841366 0.009 0.014 0.001
H -4.156801 -1.389829 -2.642487 0.001 0.042 -0.009
C 0.464027 -2.993805 0.884186 0.031 0.003 -0.184
Si -0.824217 -2.496062 2.145174 -0.024 0.076 0.055
C -2.543107 -2.986288 1.565805 -0.127 0.002 0.064
C -0.547568 -3.572647 3.662242 0.174 0.030 0.081
C -0.733796 -0.635919 2.453760 -0.174 -0.396 0.379
Si 0.352890 0.071386 3.797022 0.064 0.071 0.228
C 2.192640 -0.136458 3.554082 0.209 0.061 0.084
C -0.050970 1.900952 4.036828 0.127 0.132 0.174
C -0.030545 -0.696700 5.478532 -0.130 0.044 0.024
H 0.518146 -4.082186 0.779524 -0.004 0.059 0.023
H 1.445941 -2.624782 1.189341 0.024 -0.031 -0.015
H 0.256942 -2.578804 -0.110631 0.017 -0.031 0.060
H -2.629103 -4.075803 1.628687 -0.028 0.046 -0.039
H -2.785776 -2.683840 0.546143 0.068 0.002 0.061
H -3.297931 -2.558609 2.235946 0.032 -0.044 -0.048
H -0.870452 -4.587657 3.408953 0.054 0.036 0.020
H -1.136730 -3.242354 4.518464 -0.014 -0.006 0.023
H 0.503139 -3.627865 3.970206 -0.131 0.067 -0.024
H -1.741788 -0.281668 2.721569 0.038 -0.193 0.041
H 2.545957 0.236242 2.589712 -0.094 -0.091 0.418
H 2.470504 -1.193916 3.623056 0.005 0.038 -0.016
H 2.705043 0.395016 4.362947 0.006 -0.067 0.043
H 0.602773 2.574557 3.467464 -0.171 -0.322 0.448
H 0.067786 2.144348 5.096757 -0.018 -0.003 -0.008
H -1.087764 2.128105 3.760195 0.194 -0.095 0.182
H 0.386431 -1.695282 5.609060 -0.017 -0.024 -0.054
H -1.106009 -0.746122 5.685845 0.107 0.008 -0.030
H 0.420501 -0.049679 6.238797 -0.031 -0.064 -0.006
```
Positions in Å, forces in eV/Å.

Here is a structure of composition C41H37FeN3O2P2S2 in a non-equilibrium geometry from the OMol25 dataset. Energies are from the ωB97M-V functional and the def2-TZVPD basis.

The HOMO energy (spin up / spin down) is -7.233 / -7.245 eV. The value obtained for the total energy is -4642.023002 hartree. The orbital gap (spin up / spin down) comes out at 7.185 / 6.603 eV. As for the energy above the lowest of the compared OMol25 structures with the same formula, charge and spin: 134.87 kJ/mol. Its multiplicity is 5. As for the LUMO energy (spin up / spin down): -0.05 / -0.64 eV.

Structure (XYZ):
```
88
Properties=species:S:1:pos:R:3:forces:R:3
Fe -2.398359 -1.830800 1.179218 1.427 0.433 -0.767
S -3.525055 -3.743449 0.793160 -0.963 -0.625 -0.117
C -4.253527 -2.910039 2.103813 -1.350 0.508 1.900
N -3.520863 -2.068097 2.834371 -0.920 0.169 -0.147
C -4.248228 -1.328310 3.780184 -0.629 -1.396 -0.413
C -3.733390 -0.326243 4.565549 1.515 0.524 -0.214
C -4.534134 0.262213 5.522311 -0.278 0.396 0.588
C -5.838746 -0.242017 5.748222 0.252 0.714 -0.400
C -6.405745 -1.197491 4.903685 -0.243 -0.425 0.137
C -5.600663 -1.739284 3.913685 1.284 0.783 0.003
S -6.003324 -2.882076 2.709748 1.169 -0.979 -1.272
H -2.665557 -0.045408 4.381267 -1.080 -0.058 0.362
H -4.147889 1.146806 6.091310 -0.490 -1.136 -0.392
H -6.404270 0.230004 6.540575 -0.218 -0.176 -0.057
H -7.431809 -1.607786 4.956030 0.616 0.674 0.436
C 0.674978 0.962016 -2.059012 -0.784 -1.331 -1.785
N 1.286236 0.187381 -1.002781 -0.296 -0.805 1.208
C 0.671832 0.014098 0.294886 0.434 1.945 1.239
P -0.059448 -1.656842 0.961902 -0.330 0.261 -3.268
C 0.624558 -2.856782 -0.271674 -1.126 -0.180 0.232
C -0.111293 -3.390934 -1.350379 2.304 -0.200 0.330
C 0.584959 -4.328669 -2.155417 0.291 0.123 0.675
C 1.905050 -4.795052 -1.882439 -1.334 2.228 0.948
C 2.577238 -4.211632 -0.778911 0.475 -1.254 -1.581
C 1.913263 -3.267307 -0.029563 0.740 -0.379 0.588
C 0.498932 -2.196538 2.529924 0.545 -3.006 -0.502
C 0.980148 -1.363063 3.470265 1.317 0.818 2.153
C 1.826737 -1.838415 4.485097 -0.554 0.837 1.326
C 1.936857 -3.179883 4.763571 -0.026 -0.193 -1.094
C 1.195080 -4.047268 3.952825 -0.601 0.513 -1.190
C 0.549520 -3.621673 2.778580 0.884 1.261 1.010
C 2.598403 -0.244913 -1.204577 0.510 0.376 0.814
C 3.507619 -0.217673 -0.140876 1.252 -0.519 1.102
C 4.886271 -0.429800 -0.355662 0.362 -0.060 -0.997
C 5.326630 -0.662023 -1.672224 0.459 -0.136 -0.274
C 4.403870 -0.736334 -2.731328 0.636 -0.900 1.536
C 3.061978 -0.625103 -2.470001 -0.836 0.519 -0.265
P -0.306403 2.489954 -1.698424 -1.306 -1.079 1.193
C -0.529416 3.204055 -3.341482 -0.635 -0.006 -0.047
C -0.433617 4.592401 -3.505004 0.117 0.024 1.160
C -0.379598 5.068396 -4.781327 0.298 1.113 -1.292
C -0.443348 4.230863 -5.927714 -0.166 0.135 0.881
C -0.835958 2.907913 -5.737752 0.201 0.273 0.343
C -0.934698 2.414071 -4.417265 0.704 0.005 -0.504
C 1.030558 3.466185 -1.048362 0.044 1.273 0.831
C 2.052727 3.861769 -1.913340 0.156 -0.193 0.387
C 3.129186 4.565585 -1.443137 -0.003 1.263 1.199
C 3.074595 5.122792 -0.142810 0.791 -0.523 -0.459
C 2.014389 4.806468 0.695367 -0.122 -0.211 0.159
C 1.000493 3.950107 0.285934 -0.260 -0.592 -0.759
H 0.053399 0.240055 -2.614582 -0.178 0.874 -0.018
H 1.431336 1.233209 -2.775013 0.729 0.358 0.017
H -0.258330 0.635018 0.322015 1.102 -0.254 -0.185
H 1.410688 0.459148 1.064983 -1.410 -0.815 -0.617
H -1.073383 -2.976770 -1.573546 -0.436 -0.126 -0.294
H 0.088411 -4.701249 -3.026667 -0.246 -0.235 -0.388
H 2.383797 -5.438247 -2.591251 0.195 -0.429 -0.034
H 3.638653 -4.502654 -0.592908 -1.064 0.395 0.085
H 2.405229 -2.888016 0.844728 0.368 0.284 0.219
H 0.723253 -0.325181 3.559318 0.187 0.583 -0.740
H 2.256939 -1.122984 5.215417 -0.160 -0.391 -0.782
H 2.661294 -3.531674 5.482938 -0.341 -0.147 0.325
H 1.069970 -5.076441 4.155910 0.440 -1.037 0.399
H 0.184662 -4.384946 2.081286 -0.078 0.588 0.233
H 3.193191 -0.136238 0.920102 0.124 0.255 -0.955
H 5.678995 -0.393889 0.426573 -1.119 -0.063 -0.362
H 6.386160 -0.897328 -1.945935 -0.947 0.457 0.674
H 4.780928 -1.123503 -3.652608 -0.080 0.165 -0.716
H 2.313866 -0.812078 -3.233911 0.150 0.159 -0.089
H -0.381948 5.302126 -2.618175 0.147 -1.071 -1.268
H -0.239807 6.154629 -4.855985 -0.014 -0.450 -0.449
H -0.194578 4.602482 -6.923442 -0.339 0.065 0.325
H -1.012791 2.276629 -6.617166 -0.006 0.110 0.551
H -1.317201 1.425388 -4.163865 0.412 0.138 -0.553
H 1.996436 3.668688 -2.972481 0.016 -0.491 -0.078
H 3.964521 4.798466 -2.084647 0.069 0.068 -0.110
H 3.927342 5.736611 0.190648 -0.654 -0.270 -0.039
H 1.918305 5.165069 1.704197 0.395 0.410 0.234
H 0.182778 3.683255 1.015174 0.867 0.221 -1.105
N -2.838229 0.021376 0.526342 -0.894 1.259 0.173
C -3.434971 0.347792 -0.811374 -1.893 1.348 0.186
C -2.491307 0.311218 -1.998174 0.527 -0.464 -1.168
O -2.760096 0.855037 -3.123547 0.002 -1.399 3.185
O -1.518191 -0.429855 -1.671744 -0.244 -0.403 -0.583
H -3.515247 0.296630 1.264732 0.205 0.129 -0.807
H -2.084836 0.701197 0.635339 0.108 -0.273 -0.020
H -3.907983 1.344535 -0.687504 -0.017 -0.588 -0.438
H -4.188024 -0.409681 -1.055194 -0.153 0.232 0.247
```
Positions in Å, forces in eV/Å.